Here is C35H48MgN11O2PS as an isolated structure in a non-equilibrium geometry from OMol25. Energies are from ωB97M-V/def2-TZVPD.

Structure (XYZ):
```
99
Properties=species:S:1:pos:R:3
Mg 0.788 -0.846 0.659
C -0.962 -2.961 4.734
C 0.052 -2.203 4.239
N -0.161 -1.090 3.557
C -1.430 -0.759 3.332
C -2.472 -1.564 3.802
N -2.235 -2.630 4.541
C -1.643 0.530 2.604
C -2.749 1.241 3.016
C -2.975 2.482 2.452
C -1.994 2.966 1.593
C -0.856 2.223 1.286
N -0.704 0.979 1.730
C 0.235 2.832 0.479
C 0.108 4.009 -0.271
N 1.138 4.645 -0.807
C 2.349 4.079 -0.701
C 2.467 2.939 0.036
N 1.466 2.300 0.596
C -4.228 3.244 2.725
C -4.969 3.651 1.660
C -6.263 4.138 1.872
N -6.794 4.266 3.098
C -6.003 3.989 4.142
C -4.733 3.410 3.992
H -0.759 -3.857 5.287
H 1.104 -2.428 4.418
H -3.545 -1.334 3.589
H -3.428 0.890 3.784
H -2.089 3.990 1.231
H -0.853 4.512 -0.393
H 3.216 4.626 -1.085
H 3.431 2.498 0.181
H -4.563 3.564 0.655
H -6.973 4.322 1.101
H -6.355 4.183 5.122
H -4.183 3.168 4.871
N -1.175 -2.193 0.780
N -0.840 -3.393 1.422
C 0.514 -3.679 1.497
O 0.809 -4.783 1.942
O 1.297 -2.746 1.107
H -2.091 -1.906 1.041
H -1.163 -2.261 -0.263
H -1.414 -4.215 1.297
C 3.988 0.418 4.472
N 3.879 -0.955 4.072
C 4.074 -2.099 4.868
C 3.696 -3.169 4.116
N 3.250 -2.668 2.902
C 3.325 -1.319 2.890
S 3.020 -0.192 1.636
H 3.830 0.519 5.553
H 3.222 0.931 3.908
H 4.980 0.833 4.226
H 4.400 -1.997 5.872
H 3.813 -4.200 4.292
H 2.698 -3.136 2.167
C -2.120 -1.318 -3.270
C -1.181 -0.149 -3.476
C -1.757 1.058 -2.669
C -1.274 0.135 -5.009
P 0.552 -0.543 -2.734
N 0.487 -0.464 -1.223
C 1.813 0.702 -3.512
C 1.214 2.098 -3.280
C 3.046 0.685 -2.580
C 2.214 0.519 -4.977
C 1.060 -2.300 -3.305
C 0.884 -2.612 -4.814
C 2.542 -2.463 -2.943
C 0.357 -3.354 -2.440
H -3.114 -1.039 -3.584
H -2.172 -1.585 -2.193
H -1.762 -2.178 -3.825
H -2.826 1.131 -2.882
H -1.309 2.033 -2.886
H -1.632 0.894 -1.605
H -2.297 0.336 -5.214
H -0.911 -0.627 -5.656
H -0.734 1.034 -5.279
H 0.947 2.206 -2.224
H 0.328 2.283 -3.902
H 1.993 2.842 -3.529
H 2.780 0.702 -1.501
H 3.642 1.570 -2.805
H 3.697 -0.166 -2.706
H 1.349 0.618 -5.652
H 2.742 -0.421 -5.199
H 2.931 1.282 -5.248
H 1.288 -1.812 -5.399
H -0.178 -2.739 -5.092
H 1.408 -3.513 -5.089
H 3.209 -1.905 -3.591
H 2.796 -3.533 -3.067
H 2.760 -2.222 -1.916
H -0.714 -3.409 -2.506
H 0.654 -3.242 -1.396
H 0.742 -4.329 -2.747
```

Its spin multiplicity is 1. The orbital gap comes out at 6.4291 eV. As for the LUMO energy: -0.67 eV. The value obtained for the energy above the lowest of the compared OMol25 structures with the same formula, charge and spin is 1.9 kcal per mole.

Here are the Löwdin charges for atoms 1 to 2, given in e:
1. Mg 0.40
2. C -0.11

***

Here is a 4-piece molecular cluster, C35H48N4O11S5 overall in a non-equilibrium geometry from OMol25. Energies are from ωB97M-V/def2-TZVPD.

Structure (XYZ):
```
103
Properties=species:S:1:pos:R:3
C -5.077 -2.788 -1.672
C -4.184 -1.419 -1.330
O -4.846 -0.435 -0.683
N -2.757 -1.280 -1.673
C -2.065 -2.391 -2.341
N -2.192 -0.054 -1.664
C -1.229 -0.046 -0.516
C -1.640 -0.951 0.834
C -0.659 -1.041 2.186
C 0.750 -0.223 2.326
C 1.154 0.731 1.012
C 2.542 1.590 1.179
C 2.328 2.675 2.432
C 3.628 3.411 3.184
C 3.431 4.466 4.467
C 1.924 4.869 5.068
C 0.646 4.155 4.306
C 0.841 3.103 3.025
C 0.177 0.763 -0.343
S 0.807 1.829 -1.731
C -0.280 1.353 -3.191
C 0.271 1.916 -4.629
C -0.548 1.654 -6.023
C -1.960 0.836 -5.868
C -2.528 0.262 -4.401
C -3.986 -0.473 -4.538
C -5.097 0.589 -3.897
S -6.721 -0.207 -3.413
C -7.641 1.195 -2.497
N -7.217 1.635 -1.086
N -8.007 2.712 -0.621
C -8.980 2.967 -1.791
O -8.762 2.036 -2.946
C -1.684 0.471 -2.968
H -6.233 -2.539 -1.662
H -4.854 -3.676 -0.937
H -4.854 -3.188 -2.773
H -2.387 -3.496 -2.024
H -0.897 -2.323 -2.102
H -2.123 -2.399 -3.533
H -2.622 -1.576 0.937
H -0.976 -1.720 3.113
H 1.449 -0.261 3.286
H 3.433 0.878 1.464
H 2.852 2.232 0.255
H 4.729 3.196 2.812
H 4.366 4.973 4.999
H 1.766 5.586 5.988
H -0.443 4.399 4.704
H -0.163 2.679 2.571
H 1.283 2.542 -4.718
H -0.216 2.012 -7.096
H -2.575 0.668 -6.878
H -4.054 -1.551 -4.097
H -4.317 -0.581 -5.681
H -4.595 1.030 -2.921
H -5.269 1.414 -4.731
H -9.781 3.850 -1.738
O -5.129 -5.060 1.022
S -4.101 -5.107 2.039
O -2.695 -4.969 1.722
O -4.307 -6.450 2.940
C -4.338 -7.710 2.284
C -2.949 -8.149 1.858
C -4.503 -3.923 3.303
H -5.026 -7.686 1.432
H -4.737 -8.436 3.001
H -2.548 -7.491 1.081
H -2.970 -9.166 1.457
H -2.255 -8.112 2.703
H -5.551 -4.042 3.580
H -4.333 -2.926 2.892
H -3.849 -4.088 4.161
O 1.282 -2.323 -3.320
S 1.358 -2.879 -4.653
O 0.778 -4.163 -4.987
O 2.910 -2.859 -5.148
C 3.889 -3.503 -4.344
C 3.813 -5.013 -4.479
C 0.738 -1.674 -5.804
H 3.795 -3.193 -3.298
H 4.869 -3.163 -4.696
H 2.878 -5.400 -4.065
H 4.640 -5.492 -3.947
H 3.847 -5.309 -5.532
H 1.196 -0.708 -5.588
H -0.345 -1.614 -5.673
H 0.972 -2.002 -6.818
O 7.422 7.400 7.333
S 7.498 6.844 6.000
O 6.917 5.560 5.665
O 9.050 6.864 5.504
C 10.028 6.220 6.308
C 9.953 4.710 6.173
C 6.877 8.049 4.849
H 9.935 6.530 7.354
H 11.008 6.560 5.957
H 9.017 4.323 6.588
H 10.779 4.231 6.706
H 9.987 4.414 5.120
H 7.336 9.015 5.064
H 5.795 8.109 4.980
H 7.111 7.720 3.835
```

Its spin multiplicity is 1. The orbital gap comes out at 7.0316 eV. As for the LUMO energy: -0.36 eV. The value obtained for the energy above the lowest of the compared OMol25 structures with the same formula, charge and spin is 730.5 kcal per mole.

Here are the Löwdin charges for atoms 1 to 2, given in e:
1. C -0.04
2. C -0.29

***

Here is C35H49BClN7O4PS2W as an isolated structure in a non-equilibrium geometry from OMol25. Energies are from ωB97M-V/def2-TZVPD.

Structure (XYZ):
```
101
Properties=species:S:1:pos:R:3
W -0.549 -0.314 0.075
C -1.216 4.115 1.455
C -0.299 3.201 2.271
C 0.249 3.947 3.484
C -1.082 1.991 2.674
C -1.754 1.852 3.895
C -2.522 0.720 3.761
N -2.290 0.192 2.559
N -1.381 0.946 1.875
B -3.209 -0.799 1.812
N -2.501 -2.137 1.516
C -2.686 -3.272 2.193
C -2.108 -4.297 1.485
C -1.578 -3.696 0.337
N -1.803 -2.369 0.364
C -0.992 -4.500 -0.796
C -0.329 -3.689 -1.892
C -2.107 -5.368 -1.397
N -3.593 -0.130 0.493
C -4.809 0.141 0.006
C -4.659 0.822 -1.180
C -3.274 0.942 -1.365
N -2.643 0.361 -0.340
C -2.595 1.640 -2.506
C -2.861 3.146 -2.448
C -3.064 1.051 -3.838
H -0.659 4.972 1.080
H -2.036 4.481 2.078
H -1.640 3.580 0.605
H 0.545 2.890 1.671
H -0.555 4.350 4.104
H 0.864 4.782 3.149
H 0.875 3.300 4.101
H -1.717 2.519 4.738
H -3.236 0.265 4.427
H -4.182 -1.006 2.483
H -3.243 -3.274 3.115
H -2.084 -5.344 1.734
H -0.249 -5.170 -0.349
H -1.036 -2.985 -2.325
H 0.027 -4.355 -2.680
H 0.526 -3.129 -1.525
H -2.859 -4.730 -1.864
H -2.602 -5.980 -0.643
H -1.695 -6.027 -2.162
H -5.691 -0.172 0.540
H -5.435 1.189 -1.828
H -1.525 1.478 -2.426
H -3.927 3.356 -2.556
H -2.329 3.650 -3.256
H -2.524 3.572 -1.502
H -4.119 1.273 -4.015
H -2.936 -0.032 -3.854
H -2.489 1.480 -4.661
C 1.606 5.227 -1.426
C 2.704 4.188 -1.434
O 2.764 3.490 -0.173
P 2.378 1.929 -0.082
S 0.459 1.820 -0.792
S 2.821 1.279 1.684
O 3.209 1.267 -1.270
C 4.646 1.173 -1.172
C 5.220 1.364 -2.556
H 1.651 5.812 -2.347
H 1.729 5.904 -0.580
H 0.629 4.752 -1.362
H 3.679 4.661 -1.558
H 2.565 3.475 -2.249
H 4.883 0.183 -0.780
H 5.022 1.918 -0.469
H 4.779 0.647 -3.250
H 6.300 1.207 -2.531
H 5.026 2.372 -2.925
Cl 4.450 -1.473 -5.300
C 3.469 -1.399 -3.855
C 4.031 -1.766 -2.637
C 3.257 -1.666 -1.484
C 1.949 -1.217 -1.536
O 1.281 -1.062 -0.392
C 1.355 -0.912 -2.790
C -0.011 -0.624 -2.876
O -0.850 -0.682 -1.842
C 2.162 -0.983 -3.947
H 5.057 -2.104 -2.591
H 3.678 -1.901 -0.513
H -0.470 -0.401 -3.835
H 1.738 -0.724 -4.909
C 2.105 -3.581 5.161
C 1.511 -2.793 4.033
C 1.417 -3.301 2.746
C 0.854 -2.542 1.740
N 0.354 -1.311 1.929
C 0.485 -0.805 3.165
C 1.037 -1.501 4.218
H 2.540 -4.514 4.808
H 1.341 -3.819 5.903
H 2.882 -3.004 5.665
H 1.789 -4.289 2.508
H 0.828 -2.923 0.734
H 0.171 0.211 3.316
H 1.109 -1.011 5.181
```

Its spin multiplicity is 4. The orbital gap (alpha / beta) comes out at 6.0016 / 7.4952 eV. As for the LUMO energy (alpha / beta): 0.43 / -0.23 eV. Its expectation value of S² is 3.791. The value obtained for the energy above the lowest of the compared OMol25 structures with the same formula, charge and spin is 21.7 kcal per mole.

Here are the Löwdin charges for atoms 1 to 2, given in e:
1. W 1.58
2. C -0.06

***

Question: Which value of energy above the lowest of the compared OMol25 structures with the same formula, charge and spin does entry 3 give?
Answer: 21.7 kcal per mole